Record 1
14
Properties=species:S:1:pos:R:3:lowdin_charge:R:1 method="wB97M-V/def2-TZVPD" gap_ev=8.26 largest_force_ev_per_a=4.495 e_above_lowest_kcal_mol=147.1 e_lumo_ev=0.694 energy_ha=-729.8994 homo_ev=-7.569
C -0.4408 0.9532 -0.0699 -0.161
C 0.8599 0.5517 0.6344 -0.193
C -1.5190 -1.1018 -0.4481 -0.179
C -1.3087 -1.2375 0.9714 -0.056
C 2.0053 0.5963 -0.0278 -0.565
O -1.5435 0.1333 0.3255 -0.158
Cl 2.1896 0.6294 -1.7470 0.614
H -0.6782 1.9556 0.2762 0.131
H -0.1998 0.8517 -1.2514 0.127
H 0.9750 0.3567 1.6877 0.113
H -0.8136 -1.1093 -1.1985 0.092
H -2.4195 -1.4293 -0.7003 0.063
H -0.1435 -1.4466 1.0999 0.063
H 3.0369 0.2966 0.4481 0.108


Record 2
13
Properties=species:S:1:pos:R:3:lowdin_charge:R:1 method="wB97M-V/def2-TZVPD" gap_ev=8.06 largest_force_ev_per_a=3.952 e_above_lowest_kcal_mol=127.1 e_lumo_ev=0.180 energy_ha=-418.6917 homo_ev=-7.876
C -2.2714 -0.4362 0.3042 -0.211
C -0.8608 -0.8027 0.0520 -0.178
O 0.0332 0.2904 0.4400 0.025
C 1.3228 0.1019 0.2723 -0.662
O 1.8526 -0.9151 -0.1143 0.105
O 1.9604 1.2537 0.4717 0.144
H -2.6268 -0.6883 1.3107 0.104
H -0.6732 -1.0154 -1.0091 0.137
H -0.5994 -1.6818 0.6562 0.128
H 2.9013 1.1288 0.2946 0.132
H -2.8932 0.8494 0.2822 0.234
O -2.8600 0.2555 -0.8537 -0.075
H -2.3772 0.9848 -1.2614 0.118


Record 3
10
Properties=species:S:1:pos:R:3:lowdin_charge:R:1 method="wB97M-V/def2-TZVPD" gap_ev=9.12 largest_force_ev_per_a=4.517 e_lumo_ev=-0.098 energy_ha=-789.6768 smiles="C#CC(C#C)=C(F)Cl" homo_ev=-9.217
C -1.6659 -1.9670 0.3406 0.079
C -0.7413 -1.1411 0.2808 -0.083
C 0.3643 -0.2198 -0.1752 -0.257
C 1.0681 0.6465 0.7250 -0.174
C 1.4611 1.4039 1.5783 0.127
C 0.1472 0.3948 -1.3596 -0.619
F -0.5544 -0.1738 -2.4144 -0.003
Cl 0.6319 2.0010 -1.7818 0.764
H -2.7120 -2.6498 0.3455 0.121
H 2.0012 1.7052 2.4608 0.043


Record 4
116
Properties=species:S:1:pos:R:3:lowdin_charge:R:1 method="wB97M-V/def2-TZVPD" gap_ev=8.60 largest_force_ev_per_a=7.237 e_lumo_ev=0.178 energy_ha=-2492.2210 smiles="COCCNCCOC.COCCNCCOC.NC(N)=O.OCCO.OCCO.OCCO.OCCO.OCCO.OCCO" homo_ev=-8.423
C 7.9685 -0.3196 5.3563 -0.094
O 7.9134 -0.8007 3.9829 -0.170
C 7.0628 0.0732 3.3322 -0.255
C 6.9001 -0.1901 1.7541 -0.161
N 8.1366 -0.2748 0.9300 -0.072
C 8.7537 1.0106 0.7838 -0.200
C 8.1427 1.6773 -0.4951 -0.199
O 8.1645 0.8828 -1.6862 -0.198
C 7.8136 1.6016 -2.8544 -0.131
H 7.9517 0.7424 5.6014 0.091
H 8.8726 -0.6962 5.8347 0.079
H 7.2274 -0.9110 5.8940 0.085
H 7.3303 1.1293 3.2987 0.101
H 6.1261 -0.1160 3.8566 0.116
H 6.2191 0.4977 1.2529 0.107
H 6.2675 -1.0624 1.5899 0.099
H 8.7722 -1.0137 1.1948 0.107
H 9.8425 0.9619 0.7704 0.122
H 8.4380 1.6155 1.6338 0.097
H 8.8631 2.4748 -0.6771 0.111
H 7.1181 2.0256 -0.3644 0.118
H 8.1191 0.9753 -3.6925 0.088
H 8.1413 2.6303 -3.0042 0.079
H 6.7479 1.8295 -2.8785 0.076
C -10.2904 -2.7620 1.2013 -0.127
O -9.0691 -3.2760 0.7439 -0.177
C -8.1280 -3.4680 1.7891 -0.237
C -6.6980 -3.3872 1.2865 -0.178
N -6.2860 -2.2203 0.4481 -0.055
C -6.1502 -0.8391 0.9798 -0.194
C -6.7883 0.2528 0.1377 -0.237
O -6.2391 0.4506 -1.1458 -0.169
C -6.5044 1.6926 -1.7293 -0.130
H -10.8962 -3.5683 1.6147 0.084
H -10.9564 -2.5022 0.3785 0.084
H -10.1640 -1.9068 1.8653 0.089
H -8.2539 -4.4809 2.1714 0.114
H -8.3185 -2.9464 2.7271 0.113
H -6.4135 -4.2327 0.6601 0.113
H -6.0436 -3.2728 2.1507 0.113
H -6.7249 -2.2000 -0.4613 0.096
H -5.1392 -0.5029 1.2096 0.103
H -6.4556 -0.7338 2.0208 0.111
H -6.7968 1.1927 0.6896 0.115
H -7.8579 0.0578 0.0593 0.120
H -7.4578 1.8830 -2.2222 0.084
H -5.6863 1.9527 -2.4010 0.088
H -6.5202 2.5183 -1.0180 0.079
N 4.8272 -1.2941 -3.5668 0.166
C 3.7547 -0.5861 -3.6638 -0.797
N 2.8716 -1.2114 -4.2887 0.186
O 3.5265 0.4679 -3.0130 -0.021
H 4.9476 -2.2073 -3.9811 0.115
H 5.5795 -0.9282 -3.0009 0.121
H 1.9521 -0.8139 -4.4179 0.140
H 3.2610 -2.1019 -4.5636 0.120
O -0.9430 6.4385 2.0255 -0.034
C 0.3950 6.2043 2.0980 -0.326
C 0.8386 4.9297 1.5150 -0.300
O 2.1936 4.7565 1.7284 -0.026
H -1.2059 6.9178 2.8146 0.096
H 0.7949 7.0269 1.5051 0.126
H 0.8506 6.3188 3.0816 0.128
H 0.5239 5.1324 0.4913 0.120
H 0.2824 4.0199 1.7408 0.123
H 2.3476 3.8148 1.6225 0.088
O -1.0508 0.0493 -6.7303 -0.062
C -1.5206 0.9300 -7.7169 -0.264
C -1.3831 2.3632 -7.2974 -0.334
O -1.6520 2.7214 -6.0403 -0.006
H -1.7456 -0.0727 -6.0792 0.073
H -0.9302 0.7619 -8.6176 0.127
H -2.5915 0.7578 -7.8247 0.119
H -1.8318 3.0218 -8.0411 0.132
H -0.3063 2.3524 -7.4661 0.112
H -1.3982 2.0293 -5.4253 0.091
O 0.7554 -2.9494 4.2798 -0.085
C 2.1459 -2.9190 4.0367 -0.241
C 2.5782 -4.2347 3.3217 -0.204
O 1.6401 -4.3544 2.2464 -0.080
H 0.2990 -3.3202 3.5209 0.070
H 2.1864 -1.9177 3.6081 0.113
H 2.7469 -2.8540 4.9437 0.111
H 2.4989 -5.0259 4.0672 0.115
H 3.6176 -4.1656 3.0007 0.114
H 1.9019 -5.0212 1.6072 0.089
O -1.3082 -3.8464 -4.9198 -0.072
C -1.7811 -3.5111 -3.6303 -0.232
C -3.2759 -3.0409 -3.7764 -0.211
O -3.3750 -1.6547 -4.0942 -0.080
H -1.4351 -2.9982 -5.3511 0.070
H -1.6341 -4.3526 -2.9533 0.112
H -1.1287 -2.7457 -3.2101 0.109
H -3.6624 -3.1042 -2.7592 0.108
H -3.8968 -3.6321 -4.4495 0.123
H -3.6078 -1.1930 -3.2854 0.080
O -3.5038 2.3281 3.4337 -0.099
C -3.4571 2.1181 4.8619 -0.193
C -2.6284 0.8513 5.1286 -0.243
O -1.2517 1.0558 5.3984 -0.074
H -2.7942 2.9051 3.1420 0.074
H -3.0750 3.0993 5.1435 0.121
H -4.4616 1.9632 5.2556 0.112
H -2.6805 0.1594 4.2880 0.115
H -2.9988 0.2363 5.9487 0.107
H -0.7076 0.3162 5.1179 0.078
O 1.6071 0.9265 0.1551 -0.082
C 0.4370 0.1560 0.0251 -0.227
C -0.5333 1.0157 -0.8182 -0.293
O -0.1068 1.3397 -2.0633 -0.033
H 2.1866 0.6018 -0.5380 0.071
H 0.6645 -0.8784 -0.2329 0.117
H 0.1933 0.0344 1.0805 0.110
H -0.7173 1.9432 -0.2760 0.115
H -1.4844 0.4874 -0.8844 0.115
H 0.6056 1.9385 -1.8277 0.089